(1)
67
Properties=species:S:1:pos:R:3 method="wB97M-V/def2-TZVPD" de_lowest_kj_mol=66.23 charge=+1 gap_ev=6.33 e_lumo_ev=-4.65
Ir -0.53748 0.05305 -0.83693
O 3.54796 1.00775 -0.31490
C 2.24075 1.00075 -0.45110
O 1.65218 0.81288 -1.49872
C 1.49686 1.36317 0.80210
C 2.04110 1.84207 1.97909
C 1.17285 2.34755 2.93948
C -0.17907 2.48474 2.64680
C -0.63790 2.00113 1.43370
N 0.17704 1.35031 0.60813
C -1.96096 2.24352 0.76053
O -2.80355 3.11374 1.28114
O -2.20208 1.72013 -0.30526
H 3.96623 0.83240 -1.17425
H 3.11113 1.83391 2.12857
H 1.55775 2.69496 3.88822
H -0.84275 2.96734 3.35238
H -2.48593 3.50706 2.10410
Cl -0.19920 -6.81480 -3.18449
C -0.39860 -5.12168 -2.91213
C -1.19768 -4.37745 -3.80605
C -1.39577 -3.03898 -3.63288
Cl -2.34091 -2.16516 -4.77191
C -0.82675 -2.33654 -2.52938
O -1.08153 -1.08320 -2.39027
C 0.02298 -3.09991 -1.67516
C 0.76341 -2.51539 -0.64805
O 0.77315 -1.30792 -0.26311
C 0.21306 -4.49762 -1.87787
H -1.65972 -4.87740 -4.64682
H 1.45470 -3.15117 -0.09389
H 0.84941 -5.05154 -1.20020
F -3.46546 -3.72915 -1.24741
C -4.18075 -3.86994 -0.11875
C -4.65346 -2.74209 0.53478
C -5.38742 -2.95457 1.68799
F -5.87230 -1.91859 2.38465
C -5.65280 -4.22438 2.17229
F -6.36120 -4.39147 3.28352
C -5.16727 -5.32612 1.48923
F -5.40902 -6.54613 1.94121
C -4.42322 -5.15082 0.33223
F -3.95341 -6.20689 -0.32521
Ge -4.16870 -0.99098 -0.19057
S -2.03229 -1.16558 0.38135
C -4.58907 -0.88534 -2.09834
C -5.55038 -1.70386 -2.67542
F -6.15578 -2.65303 -1.94990
C -5.95382 -1.56518 -3.98958
F -6.87107 -2.37444 -4.50688
C -5.40316 -0.55701 -4.76467
F -5.77397 -0.41213 -6.02709
C -4.45899 0.29155 -4.21660
F -3.91387 1.25199 -4.95786
C -4.06839 0.10807 -2.90444
F -3.16480 0.96554 -2.40712
C -5.15355 0.45481 0.70256
C -6.23324 1.10619 0.12410
F -6.67376 0.75619 -1.08806
C -6.92310 2.12320 0.76417
F -7.95401 2.71478 0.17438
C -6.52786 2.52166 2.02830
F -7.16117 3.50386 2.64839
C -5.45447 1.89431 2.63714
F -5.03234 2.30377 3.83544
C -4.79776 0.88001 1.97280
F -3.74421 0.32721 2.59795

(2)
80
Properties=species:S:1:pos:R:3 method="wB97M-V/def2-TZVPD" multiplicity=2 charge=-1 gap_ev="2.32 / 5.77" e_lumo_ev="1.99 / 1.99" s_squared=0.753
C -9.38545 -0.04935 -15.38621
N -8.26715 -1.01696 -15.15000
O -8.30051 -1.70483 -14.19138
O -7.40660 -1.00817 -15.96061
H -9.07317 0.97385 -15.59516
H -10.01380 -0.03111 -14.49574
H -9.91091 -0.46426 -16.24635
C -8.68469 -4.03532 -12.23334
N -9.88994 -3.45107 -11.70376
O -10.09575 -2.24082 -11.74786
O -10.79758 -4.27000 -11.34946
H -8.36423 -4.86033 -11.59713
H -7.89943 -3.29276 -12.37501
H -9.00740 -4.44847 -13.18898
O -4.11135 -1.87385 -14.84803
C -4.93050 -2.59907 -14.32584
O -5.76945 -2.21762 -13.30269
C -5.63300 -0.91538 -12.78154
C -5.15430 -1.06853 -11.31738
C -5.04485 -4.07416 -14.67211
H -6.65984 -0.55121 -12.74893
H -4.97736 -0.24261 -13.33438
H -5.66393 -1.88454 -10.80503
H -5.43488 -0.12823 -10.84282
H -4.09307 -1.24196 -11.13902
H -6.06061 -4.46636 -14.72217
H -4.51694 -4.71943 -13.96994
H -4.65816 -4.30395 -15.66496
O -2.89990 -1.18028 -17.65872
C -3.02066 -2.35792 -17.99077
O -4.18093 -2.90696 -18.40829
C -5.34203 -2.00600 -18.42353
C -5.63162 -1.43189 -19.84468
C -1.81217 -3.31819 -17.99971
H -5.43138 -1.33969 -17.56554
H -6.10706 -2.72764 -18.13706
H -6.16730 -0.50409 -19.64386
H -6.29703 -2.12663 -20.35719
H -4.78591 -1.21070 -20.49579
H -1.65123 -3.83952 -18.94332
H -2.03128 -4.00520 -17.18233
H -0.81398 -2.93404 -17.78961
O -11.49410 1.95195 -16.57687
C -11.91917 3.10428 -16.92024
O -12.06533 3.61947 -18.19093
C -11.74317 2.77070 -19.26582
C -11.63959 3.44967 -20.63143
C -12.42874 4.04699 -15.90476
H -12.53626 2.02404 -19.30583
H -10.81499 2.23657 -19.06263
H -12.58036 3.91188 -20.93042
H -11.50654 2.66976 -21.38119
H -10.79846 4.14196 -20.66778
H -13.45401 3.80471 -15.62508
H -12.26079 5.05409 -16.28637
H -11.82345 3.98976 -15.00008
F -8.09029 0.78392 -9.47138
C -7.64470 1.60661 -10.46951
C -6.44027 2.28368 -10.36045
C -6.05208 3.14219 -11.41830
C -6.92995 3.29491 -12.52718
C -8.05702 2.54106 -12.69247
C -8.38041 1.67231 -11.66842
H -5.77368 2.14779 -9.52165
H -5.14889 3.73412 -11.43446
H -6.71798 4.06015 -13.25921
H -8.68995 2.80598 -13.52650
H -9.26341 1.05310 -11.72567
F -10.76441 -2.33953 -15.68131
C -12.04702 -2.44323 -15.67543
C -12.63769 -3.32935 -14.73484
C -13.99762 -3.43651 -14.81607
C -14.75428 -2.58804 -15.56935
C -14.10465 -1.64089 -16.41886
C -12.72880 -1.66677 -16.56888
H -12.08078 -3.82921 -13.95613
H -14.63711 -4.06573 -14.21479
H -15.83037 -2.55519 -15.48368
H -14.63841 -0.90560 -17.00268
H -12.17578 -1.03807 -17.25101

(3)
105
Properties=species:S:1:pos:R:3 method="wB97M-V/def2-TZVPD" de_lowest_kj_mol=0.00 multiplicity=2 charge=-1 gap_ev="4.68 / 5.36" e_lumo_ev="1.81 / 1.31" s_squared=0.805
Ti -0.42453 -0.06691 0.17225
I 2.75292 0.06806 -9.15036
C 1.90462 0.13267 -7.23592
C 0.78122 0.91308 -7.01423
C 0.22551 0.95214 -5.74006
C 0.78028 0.23030 -4.68844
C 1.90717 -0.55127 -4.94371
C 2.47689 -0.60451 -6.20959
C 0.20323 0.27238 -3.31573
C 0.37989 1.39850 -2.55876
C 0.97409 2.62433 -3.06099
C 0.94854 3.51550 -2.05900
C 0.35716 2.85515 -0.90688
C 0.11795 3.48267 0.28193
C 0.56315 4.89596 0.43690
C -0.36543 5.92394 0.60167
C 0.03522 7.24696 0.73150
C 1.38928 7.54847 0.69844
I 2.00747 9.54086 0.89745
C 2.33589 6.55206 0.53981
C 1.91338 5.23269 0.41363
C -0.55991 2.88479 1.38052
N -1.09174 1.61317 1.40006
C -1.66868 1.47722 2.64008
C -2.45333 0.36529 3.03623
C -2.99366 0.36973 4.42490
C -2.15823 0.09451 5.50460
C -2.63703 0.11021 6.80947
C -3.97269 0.40672 7.03189
I -4.71138 0.43591 8.99280
C -4.82879 0.68388 5.97736
C -4.32880 0.66694 4.67926
C -2.75114 -0.66694 2.20549
C -3.59415 -1.78134 2.60471
C -3.62322 -2.64048 1.58165
C -2.78336 -2.08857 0.53485
N -2.27866 -0.85800 0.91828
C -2.52022 -2.74974 -0.62467
C -1.70427 -2.23749 -1.65159
C -1.51968 -2.86010 -2.90202
C -0.75681 -2.00266 -3.66338
C -0.48316 -0.87435 -2.86112
N -1.04472 -1.02666 -1.60613
C -3.10963 -4.10514 -0.82512
C -4.25322 -4.28267 -1.59906
C -4.81143 -5.54361 -1.77578
C -4.20830 -6.63464 -1.16853
I -5.04837 -8.54023 -1.41218
C -3.06450 -6.48857 -0.40048
C -2.52003 -5.21989 -0.23694
C -1.48753 2.64195 3.40924
C -0.79233 3.53138 2.61049
N 0.03754 1.54768 -1.23092
H 0.33642 1.47935 -7.82189
H -0.65887 1.55385 -5.55932
H 2.35082 -1.12042 -4.13182
H 3.35789 -1.20805 -6.38602
H 1.34079 2.76920 -4.06511
H 1.26984 4.54443 -2.09245
H -1.42025 5.67851 0.62081
H -0.70035 8.03074 0.84858
H 3.39097 6.79276 0.51754
H 2.64742 4.44293 0.29863
H -1.11845 -0.14780 5.31129
H -1.97587 -0.11500 7.63636
H -5.87004 0.91553 6.15953
H -4.98820 0.88728 3.84738
H -4.08170 -1.86745 3.56308
H -4.14047 -3.58572 1.52141
H -1.93374 -3.81404 -3.19154
H -0.43715 -2.12791 -4.68660
H -4.71093 -3.41910 -2.06934
H -5.70331 -5.66823 -2.37592
H -2.59995 -7.34806 0.06381
H -1.62523 -5.08104 0.36138
H -1.85644 2.79707 4.41258
H -0.47668 4.53137 2.86536
Se 0.44375 -1.97987 1.38077
N 6.00022 -3.56445 -2.18113
C 5.72588 -2.26204 -2.47662
O 6.53436 -1.53613 -3.02185
C 4.35960 -1.78406 -2.07697
C 3.26426 -2.63381 -1.97807
C 2.04856 -2.11074 -1.57113
N 1.88214 -0.82673 -1.27294
C 2.92099 -0.00396 -1.40913
C 4.17857 -0.43776 -1.80714
H 6.91503 -3.91346 -2.40313
H 5.38054 -4.12154 -1.62399
H 3.33171 -3.68622 -2.22733
H 1.17161 -2.74105 -1.46930
H 2.73452 1.03775 -1.17815
H 5.00617 0.25099 -1.90840
O 1.52219 0.92826 0.98870
N 2.03993 0.61362 2.14559
C 2.89454 -0.42278 2.22637
C 3.44028 -0.78293 3.44543
C 3.05835 -0.11775 4.59406
C 2.13425 0.91538 4.48727
C 1.63674 1.26299 3.25224
H 3.13312 -0.89595 1.29168
H 4.13820 -1.60890 3.47539
H 3.45998 -0.40667 5.55680
H 1.78893 1.46409 5.35241
H 0.91658 2.05221 3.08698